[1]
{
  "formula": "C4H6FNOS",
  "method": "ωB97M-V/def2-TZVPD",
  "species": ["C", "C", "C", "C", "H", "H", "H", "H", "H", "H", "N", "O", "F", "S"],
  "coordinates": [[1.76369, -0.58219, -2.14022], [-0.43230, -0.23487, -1.09307], [-0.02501, 0.14559, 0.14533], [-0.74564, -0.11501, 1.38295], [1.95568, -1.22148, -1.27477], [2.30114, 0.37288, -2.25135], [2.06727, -1.04355, -3.10808], [-1.88301, -0.59676, -2.50261], [-2.45774, -0.48513, -0.86071], [-1.55766, -0.86520, 1.33949], [-1.67647, -0.54550, -1.52561], [0.35651, -0.26449, -2.16631], [1.19996, 0.69055, 0.20265], [-0.35666, 0.51735, 2.81713]],
  "mol_weight_g_mol": 135.163,
  "orbital_gap_ha": 0.2926,
  "e_above_lowest_kcal_mol": 50.9,
  "total_charge": 0,
  "total_energy_ha": -783.99889,
  "smiles": "CO/C(N)=C(\\F)C=S",
  "homo_ev": -8.009
}

=====

[2]
{
  "formula": "C5H3N",
  "method": "ωB97M-V/def2-TZVPD",
  "species": ["C", "C", "C", "C", "C", "N", "H", "H", "H"],
  "coordinates": [[-1.70722, 0.45583, -0.59493], [-0.45053, 0.54130, -0.07579], [-0.11260, -1.17765, -0.02041], [1.02565, 0.54017, -0.35821], [-1.34363, -0.42587, 0.56625], [1.05657, -0.93556, -0.34783], [1.45408, 0.91065, -1.24533], [1.66467, 0.87667, 0.46903], [-1.58699, -0.78553, 1.60723]],
  "mol_weight_g_mol": 77.086,
  "orbital_gap_ha": 0.3160,
  "e_above_lowest_kcal_mol": 134.6,
  "total_charge": 0,
  "total_energy_ha": -246.76758,
  "homo_ev": -8.883
}